{
  "formula": "C15H27O3PS2",
  "method": "ωB97M-V with the def2-TZVPD basis set",
  "species": ["C", "C", "C", "C", "O", "P", "O", "C", "C", "C", "S", "C", "C", "C", "C", "S", "O", "C", "C", "C", "C", "H", "H", "H", "H", "H", "H", "H", "H", "H", "H", "H", "H", "H", "H", "H", "H", "H", "H", "H", "H", "H", "H", "H", "H", "H", "H", "H"],
  "positions_angstrom": [[4.5415, -0.5447, -1.0625], [4.3669, -1.8448, -0.2597], [3.1843, -2.7275, -0.7399], [1.8003, -2.0315, -0.6251], [1.4881, -1.6672, 0.7014], [0.1723, -0.7252, 0.9470], [0.2375, 0.3624, -0.0515], [-1.3241, -1.7710, 0.6647], [-2.5720, -1.0049, 0.1811], [-2.5478, -0.6946, -1.3206], [-3.9963, 0.3378, -1.7605], [-3.7344, 0.4670, -3.5190], [-4.3839, 1.4683, -4.1847], [-3.9892, 1.5512, -5.5923], [-3.0881, 0.5685, -5.9417], [-2.6007, -0.4106, -4.5850], [0.1107, -0.1361, 2.4597], [0.9978, 1.0010, 2.5710], [1.1718, 1.3766, 4.0415], [-0.1066, 1.9425, 4.6713], [-0.5698, 3.2690, 3.9977], [5.4614, -0.0322, -0.7998], [3.6880, 0.1393, -0.8835], [4.6292, -0.7289, -2.1167], [5.2642, -2.4594, -0.3615], [4.2383, -1.5888, 0.7935], [3.3229, -2.9534, -1.7824], [3.1706, -3.6430, -0.1516], [1.0442, -2.6901, -0.9963], [1.8060, -1.1597, -1.2848], [-1.5769, -2.2825, 1.5652], [-1.0592, -2.4923, -0.0763], [-3.4355, -1.5892, 0.4476], [-2.7227, -0.0515, 0.7567], [-2.5666, -1.6359, -1.9011], [-1.6659, -0.1398, -1.6170], [-5.0638, 2.1717, -3.6874], [-4.2399, 2.3718, -6.2402], [-2.7037, 0.4339, -6.9332], [0.5416, 1.8186, 2.0338], [1.9901, 0.8348, 2.0768], [1.5335, 0.4872, 4.5882], [1.9520, 2.1775, 4.1517], [0.0844, 2.1618, 5.7291], [-0.9395, 1.2297, 4.6144], [-1.0283, 3.1070, 3.0098], [-1.2098, 3.8432, 4.6744], [0.3273, 3.8839, 3.7978]],
  "forces_ev_per_angstrom": [[-0.5, 0.0, 0.7], [-0.3, 0.0, -0.5], [-0.5, 1.3, 1.3], [1.4, 0.1, -1.1], [-0.9, 0.4, 2.1], [-0.2, 0.5, -1.6], [-0.3, 0.1, 0.1], [0.3, 1.4, 0.5], [0.4, 1.4, 0.3], [-0.4, -0.3, 0.0], [0.7, -0.9, -0.6], [0.1, 0.5, -0.1], [0.6, 0.1, -1.2], [0.6, -1.0, 1.3], [-0.8, 0.9, 0.8], [-1.3, 0.8, 0.4], [0.7, -1.4, -1.2], [1.1, 0.9, 0.4], [0.2, 0.1, 0.2], [-0.5, 0.5, -0.3], [1.0, -0.3, -0.1], [0.1, 0.1, 0.3], [0.5, -0.3, -0.2], [-0.2, -0.2, -0.7], [0.1, 0.1, 0.2], [0.0, -0.2, 0.0], [0.0, -0.3, -0.5], [0.0, -0.2, -0.1], [-0.6, -0.6, -0.3], [-0.1, 0.1, 0.3], [0.0, -0.6, 0.7], [0.4, -0.7, -0.5], [-0.4, -0.4, -0.2], [0.4, -0.7, -0.5], [-0.2, 0.3, 0.2], [0.3, 0.1, 0.2], [0.4, -0.4, -0.3], [-0.4, -0.1, -0.2], [0.4, -0.2, -0.1], [-0.1, 0.2, -0.2], [-0.8, -0.3, 0.5], [-0.1, 0.4, -0.1], [-0.5, -0.8, -0.4], [0.0, -0.2, -0.2], [0.3, 0.0, 0.1], [-0.2, 0.1, 0.5], [-0.1, -0.2, -0.3], [-0.3, -0.1, 0.2]],
  "charge": 0,
  "de_lowest_ev": 0.000,
  "smiles": "CCCCOP(=O)(CCCSc1cccs1)OCCCC",
  "mol_weight_g_mol": 350.49,
  "e_homo_ev": -7.811,
  "orbital_gap_ha": 0.311
}

{
  "formula": "C25H45FO7Zn",
  "method": "ωB97M-V with the def2-TZVPD basis set",
  "species": ["Zn", "C", "C", "O", "H", "H", "H", "H", "H", "C", "C", "O", "H", "H", "H", "H", "H", "F", "C", "C", "C", "C", "C", "C", "H", "H", "H", "H", "H", "C", "C", "O", "C", "H", "H", "H", "H", "H", "H", "C", "C", "O", "C", "H", "H", "H", "H", "H", "H", "C", "C", "O", "C", "H", "H", "H", "H", "H", "H", "C", "C", "O", "C", "H", "H", "H", "H", "H", "H", "C", "C", "O", "C", "H", "H", "H", "H", "H", "H"],
  "positions_angstrom": [[32.9130, -7.0376, 1.4023], [35.1666, -9.4291, -1.4391], [34.7854, -8.1402, -0.7319], [33.5061, -7.9011, -0.2551], [35.1172, -10.3583, -0.8673], [36.1796, -9.3593, -1.8531], [34.6778, -9.5728, -2.4074], [35.0412, -7.3405, -1.4411], [35.5526, -8.0167, 0.0475], [35.3438, -5.0545, 2.5149], [34.5833, -4.3987, 1.3917], [33.5697, -5.2402, 0.9183], [36.2700, -4.5566, 2.8204], [35.6834, -6.0739, 2.3072], [34.6827, -5.0874, 3.3853], [35.2076, -4.1443, 0.5260], [34.2147, -3.4233, 1.7314], [39.7939, -11.8359, 3.0120], [38.6774, -11.2285, 2.5951], [37.5402, -11.3273, 3.3923], [36.3548, -10.6112, 3.1177], [36.3118, -9.9760, 1.8821], [37.4912, -9.7739, 1.1665], [38.6863, -10.2892, 1.5826], [37.6196, -11.8427, 4.3416], [35.4729, -10.5795, 3.7396], [35.4374, -9.5247, 1.4315], [37.4559, -9.2383, 0.2270], [39.5617, -10.1754, 0.9539], [38.3702, -6.1418, 0.2709], [39.3489, -6.3559, 1.3990], [40.5370, -6.1621, 1.2810], [38.9223, -6.7966, 2.8129], [38.9140, -5.5632, -0.4776], [37.5423, -5.5526, 0.6626], [38.0637, -7.0389, -0.2649], [39.6311, -6.4643, 3.5665], [38.8232, -7.8840, 2.7958], [37.9617, -6.4629, 3.2172], [31.4034, -10.2789, -1.9380], [30.2630, -9.3476, -2.2583], [30.4223, -8.1498, -2.2375], [28.8898, -9.9080, -2.5627], [31.0756, -11.0085, -1.1919], [32.2894, -9.7604, -1.5808], [31.6468, -10.8637, -2.8292], [28.5311, -10.4624, -1.6906], [29.0030, -10.6518, -3.3558], [28.1474, -9.1556, -2.8056], [34.4242, -13.0102, -5.9232], [35.2851, -12.5357, -4.7691], [36.4143, -12.1802, -5.0242], [34.6847, -12.3390, -3.4091], [33.5736, -13.6232, -5.6222], [35.0802, -13.5612, -6.5932], [33.9987, -12.1418, -6.4283], [34.6875, -13.2764, -2.8452], [33.6660, -11.9546, -3.3767], [35.3331, -11.6396, -2.8843], [33.5048, -9.0518, -5.5983], [34.1309, -8.0974, -4.6497], [33.4341, -7.4296, -3.9224], [35.6510, -8.0943, -4.5762], [34.1436, -9.9324, -5.7341], [33.3608, -8.6549, -6.6026], [32.6088, -9.4862, -5.1542], [35.9248, -7.3470, -3.8346], [36.0782, -7.9011, -5.5583], [35.8983, -9.0993, -4.2319], [34.3175, -12.8626, 0.1749], [35.5206, -13.6584, -0.2680], [35.3828, -14.5845, -1.0359], [36.8863, -13.3916, 0.3572], [33.6006, -13.4932, 0.6979], [33.8583, -12.4016, -0.7005], [34.6242, -12.0677, 0.8557], [37.5348, -13.0435, -0.4481], [37.3064, -14.1728, 0.9844], [36.8014, -12.5212, 1.0123]],
  "forces_ev_per_angstrom": [[2.2, 1.6, -2.9], [-0.2, -0.5, -1.0], [1.4, 1.0, 0.3], [-1.3, -1.1, 1.2], [-0.2, 0.1, 0.1], [0.3, 0.3, 0.7], [-0.9, 0.0, 0.4], [-0.2, 0.1, -0.1], [-0.1, 0.1, 0.2], [0.6, -0.1, 0.7], [-0.2, -0.4, -0.2], [-1.0, -1.0, 0.8], [-0.2, 0.4, 0.0], [-0.3, -0.1, -0.4], [0.1, -0.1, 0.1], [0.3, -0.3, 0.0], [-0.3, -0.1, 0.2], [0.1, -0.2, -0.3], [-1.0, 1.3, 1.2], [-0.6, 0.4, 1.1], [0.9, -0.6, -1.3], [0.4, 0.9, -0.2], [-0.9, 0.0, -0.2], [1.1, -1.4, -1.0], [0.1, -0.3, -0.1], [0.2, -0.4, 0.3], [-0.3, -0.1, 0.5], [0.0, 0.1, 0.1], [0.2, 0.2, 0.2], [0.7, 0.5, -0.1], [0.5, -0.2, 1.5], [0.0, 0.1, -0.8], [-1.0, 0.0, -0.1], [-0.1, 0.2, 0.1], [-0.3, -0.3, -0.3], [-0.3, -0.2, 0.5], [0.5, -0.3, -0.3], [0.3, -0.1, 0.1], [-0.2, 0.2, -0.7], [-0.3, -0.6, -0.1], [-0.2, 1.1, 0.2], [0.1, 0.0, 0.0], [0.4, -0.9, 0.2], [0.0, 0.0, 0.0], [-0.1, 0.3, 0.0], [0.0, 0.0, -0.1], [0.0, 0.0, 0.0], [-0.3, 0.1, -0.1], [0.3, 0.2, -0.2], [-0.1, -0.5, 0.4], [-0.5, 0.8, -0.9], [0.1, -0.2, 0.4], [0.4, -0.1, 0.6], [0.1, -0.1, 0.1], [-0.2, 0.1, -0.2], [0.2, 0.1, -0.1], [0.0, -0.1, -0.2], [-0.1, 0.0, -0.4], [0.0, -0.1, 0.1], [0.2, -1.7, -0.3], [0.1, 0.5, 0.4], [0.3, 0.1, 0.0], [-1.0, 0.2, 0.3], [0.3, 0.2, -0.1], [-0.3, 0.2, 0.1], [-0.4, 0.6, -0.3], [0.3, 0.0, -0.1], [0.2, -0.1, 0.0], [0.5, 0.0, -0.2], [0.4, 0.8, 0.1], [0.3, -1.5, 0.7], [0.0, 0.2, -0.3], [-0.6, 1.7, 0.1], [0.0, -0.2, -0.2], [-0.2, -0.1, 0.0], [-0.1, 0.0, 0.0], [0.3, -0.5, 0.0], [-0.1, -0.5, -0.5], [0.0, 0.0, 0.0]],
  "charge": 0,
  "mol_weight_g_mol": 542.02,
  "e_homo_ev": -9.138,
  "orbital_gap_ha": 0.253
}

{
  "formula": "C17H28NO",
  "method": "ωB97M-V with the def2-TZVPD basis set",
  "species": ["C", "C", "C", "C", "C", "C", "C", "C", "C", "C", "C", "H", "H", "H", "H", "H", "H", "H", "H", "H", "H", "H", "H", "H", "H", "H", "C", "O", "C", "C", "C", "C", "C", "N", "H", "H", "H", "H", "H", "H", "H", "H", "H", "H", "H", "H", "H"],
  "positions_angstrom": [[-0.5199, -1.7567, -1.3311], [-1.5411, -0.7914, -0.8904], [-1.8530, 0.4386, -1.4444], [-2.8176, 1.2564, -0.7533], [-3.4080, 0.8291, 0.5495], [-3.1804, 2.4714, -1.2776], [-2.6428, 2.9489, -2.4662], [-3.0849, 4.2577, -3.0054], [-1.6925, 2.1837, -3.1329], [-1.2764, 0.9578, -2.6649], [-0.2665, 0.2127, -3.4715], [-0.4073, -2.5677, -0.6071], [-0.7807, -2.2115, -2.2870], [0.4537, -1.2775, -1.4216], [-2.0948, -1.0859, -0.0136], [-4.0710, 1.5975, 0.9541], [-3.9961, -0.0844, 0.4369], [-2.6232, 0.6517, 1.2882], [-3.8998, 3.0759, -0.7545], [-2.5838, 4.4872, -3.9471], [-4.1610, 4.2491, -3.1880], [-2.8610, 5.0568, -2.2967], [-1.2774, 2.5630, -4.0500], [-0.0043, 0.7480, -4.3862], [0.6638, 0.0732, -2.9191], [-0.6520, -0.7595, -3.7805], [0.8276, -4.3820, 2.6170], [1.4276, -3.3353, 1.8925], [2.2587, -2.5121, 2.7026], [2.8168, -1.3302, 1.9094], [3.8428, -0.4587, 2.6628], [3.6797, 0.9376, 2.0422], [2.2062, 0.9993, 1.6195], [1.7315, -0.3988, 1.4995], [0.1774, -4.9456, 1.9484], [1.5950, -5.0452, 3.0164], [0.2321, -3.9684, 3.4301], [1.6620, -2.1479, 3.5422], [3.0633, -3.1326, 3.1104], [3.2992, -1.7296, 1.0065], [3.5861, -0.4333, 3.7251], [4.8645, -0.8478, 2.5806], [3.9479, 1.7471, 2.7324], [4.3280, 1.0382, 1.1649], [1.6038, 1.4831, 2.3950], [2.0545, 1.5661, 0.6935], [1.3733, -0.6280, 0.5696]],
  "forces_ev_per_angstrom": [[0.1, -0.6, 0.6], [0.2, 0.6, -0.6], [0.2, -0.4, 0.2], [-0.3, 0.4, 0.1], [-0.2, 0.0, 0.3], [-0.1, -0.4, 0.4], [0.0, 0.1, -0.1], [0.2, 0.2, -0.4], [0.2, -0.4, 0.0], [0.1, 0.2, -0.3], [0.2, 0.0, -0.4], [-0.1, 0.1, 0.0], [0.1, 0.1, -0.1], [0.0, 0.0, -0.2], [-0.1, 0.1, 0.2], [0.1, -0.1, -0.1], [0.0, 0.0, 0.1], [-0.1, 0.0, 0.0], [-0.2, 0.1, 0.2], [-0.1, 0.0, 0.1], [0.0, 0.0, 0.1], [-0.1, 0.0, 0.1], [0.1, 0.0, -0.2], [-0.2, 0.1, 0.2], [-0.1, -0.1, 0.0], [0.1, 0.0, 0.1], [0.1, 0.2, 0.0], [0.1, 0.6, -0.7], [-0.1, -0.1, 0.0], [-0.2, -0.2, -0.5], [-0.4, -0.1, 0.1], [0.1, 0.0, -0.2], [-0.3, -0.1, 0.2], [0.1, -0.1, -0.2], [0.1, 0.1, 0.0], [0.0, -0.2, 0.2], [-0.1, -0.1, 0.2], [0.0, 0.2, 0.2], [0.2, 0.1, 0.0], [0.0, -0.1, 0.1], [0.0, 0.0, 0.0], [-0.3, 0.1, 0.0], [-0.1, -0.2, -0.1], [-0.1, -0.1, 0.1], [0.1, 0.1, 0.0], [0.1, -0.1, 0.1], [0.4, 0.2, 0.6]],
  "charge": 1,
  "de_lowest_ev": 2.245,
  "mol_weight_g_mol": 262.42,
  "e_homo_ev": -11.000,
  "orbital_gap_ha": 0.200
}

{
  "formula": "C17H13N11O3S3SbTc",
  "method": "ωB97M-V with the def2-TZVPD basis set",
  "species": ["Tc", "C", "O", "C", "C", "C", "C", "C", "C", "N", "N", "C", "O", "C", "C", "C", "C", "C", "C", "C", "O", "H", "H", "H", "H", "H", "H", "H", "H", "H", "H", "H", "H", "N", "C", "N", "N", "N", "N", "C", "N", "N", "N", "N", "H", "S", "Sb", "S", "S"],
  "positions_angstrom": [[0.1272, 0.6836, 0.5063], [0.8654, 3.3784, -2.8840], [0.0142, 2.8521, -3.9006], [-0.5754, 1.6317, -3.7559], [-1.1574, 1.1511, -4.9113], [-1.8043, -0.0844, -4.9764], [-1.8477, -0.8622, -3.8484], [-1.2753, -0.4027, -2.6499], [-1.2985, -1.2824, -1.5289], [-0.7726, -1.0859, -0.3702], [-0.9031, -2.2053, 0.4411], [-0.3044, -1.9818, 1.5650], [0.2778, -0.8732, 1.8478], [-0.2723, -3.0443, 2.5988], [-1.0809, -4.1728, 2.4909], [-1.0458, -5.1504, 3.4722], [-0.2025, -5.0099, 4.5667], [0.6033, -3.8851, 4.6760], [0.5683, -2.9023, 3.6991], [-0.6495, 0.8655, -2.5429], [-0.1954, 1.3164, -1.4302], [1.3059, 4.2737, -3.3197], [1.6547, 2.6696, -2.6293], [0.3002, 3.6405, -1.9976], [-1.0837, 1.7849, -5.7875], [-2.2466, -0.4205, -5.9062], [-2.3184, -1.8389, -3.8603], [-1.7712, -2.2507, -1.6700], [-1.7303, -4.2638, 1.6313], [-1.6815, -6.0238, 3.3863], [-0.1776, -5.7739, 5.3350], [1.2597, -3.7694, 5.5301], [1.1764, -2.0100, 3.7703], [3.1678, 2.3200, -0.0038], [3.1564, 0.9565, -0.2072], [4.2291, 0.2614, -0.5442], [3.7760, -1.0050, -0.6548], [2.5153, -1.0606, -0.4092], [2.0790, 0.1787, -0.1106], [2.0610, 3.1207, 0.1321], [2.1033, 4.4420, 0.0611], [0.8221, 4.8247, 0.2391], [0.0577, 3.8056, 0.4009], [0.8175, 2.6937, 0.3437], [4.0529, 2.7866, -0.0871], [-2.2645, 2.7260, 4.9469], [-1.3666, 1.3396, 3.4083], [-2.1357, 1.1513, 1.2100], [0.8627, 1.5406, 2.7382]],
  "forces_ev_per_angstrom": [[-0.5, 0.0, 0.4], [0.1, 0.0, 0.0], [-0.1, 0.0, 0.1], [0.0, -0.1, -0.1], [0.1, 0.1, 0.0], [-0.1, -0.1, -0.1], [0.0, 0.1, 0.1], [0.1, 0.3, -0.2], [0.2, 0.0, 0.3], [-0.1, 0.0, -0.3], [0.1, -0.2, 0.4], [-0.2, 0.0, -0.4], [0.2, 0.1, 0.0], [0.0, -0.1, 0.1], [0.0, 0.0, 0.0], [0.0, 0.0, 0.0], [0.0, 0.0, 0.0], [0.0, 0.0, 0.1], [-0.1, 0.0, -0.1], [-0.3, -0.3, -0.3], [0.3, 0.1, 0.1], [0.0, 0.0, 0.0], [0.0, 0.0, 0.0], [0.0, 0.0, 0.0], [0.0, 0.0, 0.0], [0.0, 0.0, 0.0], [0.0, 0.0, 0.0], [0.0, 0.0, 0.0], [0.0, 0.0, 0.0], [0.0, 0.0, 0.0], [0.0, 0.0, 0.0], [0.0, 0.0, 0.0], [0.0, 0.0, 0.0], [0.1, 0.0, 0.2], [-0.1, -0.2, -0.1], [0.0, 0.2, 0.0], [0.0, -0.1, 0.0], [-0.1, -0.2, 0.0], [0.2, 0.3, 0.0], [-0.3, 0.1, -0.1], [0.2, -0.1, 0.0], [-0.1, 0.1, 0.0], [-0.1, 0.0, 0.1], [0.2, -0.1, -0.2], [0.0, 0.0, -0.1], [0.0, -0.3, 0.0], [0.1, 0.6, -0.5], [0.4, -0.1, 0.2], [-0.3, -0.2, 0.2]],
  "charge": -2,
  "de_lowest_ev": 1.241,
  "mol_weight_g_mol": 735.33,
  "e_homo_ev": [-1.971, -1.981],
  "orbital_gap_ha": [0.181, 0.181]
}

- Which of these has the lowest charge?
  C17H13N11O3S3SbTc

- Among the records above, which one has the highest charge?
  C17H28NO

- charge of number 1 (C15H27O3PS2)?
  0

- Among the records above, which one has the highest charge?
  C17H28NO